# 1
Density functional theory data (ωB97M-V/def2-TZVPD) for one molecule with the formula C3H4N2OS.

Positions of all 11 atoms, in Å:
O 3.2968 -0.0407 -0.2119
C 2.2930 -0.8183 0.0370
N 1.0842 -0.4786 0.0196
C 0.8521 0.7677 0.1470
N -0.4724 1.2904 0.0725
C -1.7806 0.7716 -0.2447
S -2.4752 -0.8159 0.0227
H 2.4354 -1.9415 0.4363
H 1.5592 1.5391 0.6581
H -0.6434 2.2322 0.2559
H -2.5922 1.5423 -0.2995

The value obtained for the energy relative to the best compared isomer or geometry (same formula, charge and spin) is 72.8 kcal per mole. For the LUMO energy, the calculation gives -1.41 eV. Its HOMO-LUMO gap is 7.72 eV. The energy is -699.55619 Ha. The calculation puts the HOMO energy at -9.131 eV. The SMILES is O=C/N=C/NC=S.

=====

# 2
Density functional theory data (ωB97M-V/def2-TZVPD) for C3H6Cl2NO2P as an isolated structure.

Positions of all 15 atoms, in Å:
C -1.1203 -0.9270 -0.8925
C -1.9376 -1.6384 -1.8111
C 2.1998 1.0687 1.7449
N -0.2134 -1.4578 -0.2216
O 0.9057 2.5914 -0.1013
O 0.7896 -0.9138 0.3590
P 0.7057 1.3829 0.7493
Cl -1.2052 0.7840 -1.1347
Cl -0.9961 1.5225 1.7833
H -1.7289 -1.5768 -2.8521
H -2.9054 -1.4182 -1.6678
H -1.8949 -2.6908 -1.7564
H 3.0138 0.8950 1.0463
H 2.3473 2.0027 2.2054
H 2.0400 0.3756 2.5495

The value obtained for the energy relative to the best compared isomer or geometry (same formula, charge and spin) is 2.7 kcal per mole. Its spin multiplicity is 3. For the LUMO energy (alpha / beta), the calculation gives 0.49 / -3.18 eV. Its HOMO-LUMO gap (alpha / beta) is 7.19 / 6.65 eV. As for the expectation value of S²: 2.016. The energy is -1584.71783 Ha. The calculation puts the HOMO energy (alpha / beta) at -6.699 / -9.825 eV.

=====

# 3
Density functional theory data (ωB97M-V/def2-TZVPD) for one molecule with the formula C3H2ClF3O.

Positions of all 10 atoms, in Å:
O -1.9964 0.0301 -1.0557
C -1.5219 -0.1599 -0.0061
C -0.1183 -0.5787 0.3250
F 0.0854 0.1222 1.5684
F 0.2808 -1.8370 0.2922
C 0.9733 0.4021 -0.4410
F 1.1834 1.6496 0.2016
Cl 2.5570 -0.4912 -0.3035
H -2.2347 0.3358 0.9014
H 0.7914 0.5271 -1.4825

The value obtained for the energy relative to the best compared isomer or geometry (same formula, charge and spin) is 40.2 kcal per mole. For the LUMO energy, the calculation gives -0.17 eV. Its HOMO-LUMO gap is 10.82 eV. The energy is -950.46321 Ha. The calculation puts the HOMO energy at -10.987 eV. The SMILES is O=CC(F)(F)[C@@H](F)Cl.

=====

# 4
Density functional theory data (ωB97M-V/def2-TZVPD) for C2H2F2MgORb as an isolated structure.

Positions of all 9 atoms, in Å:
F 0.7792 2.2784 0.2644
C -0.8404 0.6739 0.1772
C -0.1344 -0.2436 -0.5860
O 1.2124 -0.4408 -0.3948
H -0.5933 0.9542 1.2092
H -0.5595 -0.5849 -1.5403
Mg 2.5311 0.8320 -0.0222
Rb -0.2505 -3.6931 0.5707
F -2.1445 0.2239 0.3218

The value obtained for the energy relative to the best compared isomer or geometry (same formula, charge and spin) is 37.1 kcal per mole. For the LUMO energy (alpha / beta), the calculation gives -5.68 / -5.68 eV. Its net charge is +1. Its HOMO-LUMO gap (alpha / beta) is 4.83 / 4.83 eV. The energy is -576.26420 Ha. The calculation puts the HOMO energy (alpha / beta) at -10.504 / -10.503 eV.

=====

> Which value of energy does entry 2 give?

-1584.71783 Ha

=====

> Which of these has the lowest energy?

C3H6Cl2NO2P

=====

> What is the energy in the second record?

-1584.71783 Ha

=====

> Among the records above, which one has the lowest energy?

C3H6Cl2NO2P